[1]
This record from the OMol25 dataset describes a 2-piece molecular cluster, C3H6NO2 overall. The level of theory is wB97M-V/def2-TZVPD.

Summary:
* total charge: -1

```
12
Properties=species:S:1:pos:R:3:mulliken_charge:R:1
C -2.6399 -0.5510 1.3975 -0.82
C -1.6739 0.1574 0.7516 0.03
N -0.3183 0.0525 0.9562 -0.62
H -2.5353 -0.7822 2.4533 0.24
H -3.6654 -0.4601 1.0693 0.24
H -1.9509 0.8843 -0.0241 0.27
H -0.0121 -0.9045 0.9380 0.27
H 0.1767 0.7515 0.3683 0.35
O 1.4197 1.2200 -0.8046 -0.74
C 1.5278 0.1331 -1.4200 0.10
O 1.8154 -0.9851 -0.9414 -0.66
H 1.4746 0.1835 -2.5329 0.34
```

---

[2]
This record from the OMol25 dataset describes a 2-piece molecular cluster, C3H6NO2 overall. The level of theory is wB97M-V/def2-TZVPD.

Summary:
* total charge: -1

```
12
Properties=species:S:1:pos:R:3:mulliken_charge:R:1
O 0.2577 -2.0636 -0.7192 -0.76
C 1.5519 -2.0626 -0.7878 0.11
O 2.3450 -1.5429 0.0359 -0.66
H 1.8658 -2.5071 -1.7546 0.33
C -1.6947 1.7197 -0.0120 -0.78
C -0.5686 1.3452 0.6608 0.00
N -0.1831 0.0290 0.8971 -0.56
H -2.4643 1.0117 -0.3063 0.28
H -1.7131 2.7649 -0.3291 0.21
H 0.1428 2.1589 0.8472 0.24
H -0.2223 -0.7015 0.0706 0.31
H 0.6829 -0.1519 1.3974 0.29
```

---

no.,LUMO (eV),total energy (hartree)
1,4.23,-323.17277
2,4.34,-323.17748